C26H16F5N5OSW | the ωB97M-V functional and the def2-TZVPD basis

Geometry as XYZ:
```
55
C26H16F5N5OSW | the OMol25 dataset | the ωB97M-V functional and the def2-TZVPD basis
H -2.06 4.69 1.45
C 0.99 -4.15 -5.79
C 0.39 -2.52 -4.20
C 0.00 3.13 3.79
C -0.07 0.03 2.85
C 0.97 -3.74 -4.47
C 2.89 -4.48 0.18
N 2.29 -3.19 -0.14
W -0.58 0.07 -1.79
C -2.22 4.27 -0.70
H 2.27 -5.01 0.90
C -0.16 -1.68 -5.15
H -3.47 3.69 5.37
H 3.87 -1.95 0.47
H 0.85 -1.98 3.00
N 0.90 -1.43 -0.92
H -0.16 0.35 3.88
C -2.39 2.92 3.69
H 2.98 -5.08 -0.73
C 2.12 -0.96 -0.43
H 0.34 -3.78 -1.04
F 1.54 -5.33 -6.11
H -2.61 5.17 -1.15
C -1.14 2.72 3.11
S -0.83 -0.22 -4.42
C -1.46 4.57 6.89
C -1.02 2.05 1.79
F 0.32 -2.00 -2.95
N -1.55 5.07 7.92
C -1.87 3.08 -1.40
C -2.50 3.53 4.92
F -0.64 -1.38 -7.45
N -1.39 2.12 -0.62
F 1.50 -4.51 -3.51
H -3.28 2.60 3.16
C 0.45 -3.35 -6.78
C 0.46 -1.17 2.41
C -1.35 3.94 5.60
H 3.88 -4.32 0.60
C 0.35 -1.12 1.03
H 0.79 4.06 5.55
C -0.13 -2.12 -6.46
C 1.05 -3.05 -0.71
F 0.48 -3.76 -8.05
C -1.94 4.03 0.60
H -1.98 3.05 -2.46
C -0.47 0.76 1.73
H 2.36 0.08 -0.51
H 0.98 2.98 3.34
O -1.67 1.03 -2.74
C -1.42 2.70 0.66
C 2.88 -1.99 0.05
H 0.79 -2.22 0.15
C -0.10 3.74 5.03
N -0.21 0.04 0.56
```

Output
Molecular weight ... 725.345 g/mol
DFT total energy ... -2313.53674 Ha
Kohn-Sham gap (alpha / beta) ... 5.54 / 5.57 eV
Strongest force on any atom ... 9.821 eV/A
Energy relative to the best compared isomer or geometry (same formula, charge and spin) ... 310.0 kcal per mole
Net charge ... 0
Multiplicity ... 3
HOMO level (alpha / beta) ... -0.2635 / -0.2638 Ha

C26H16N6O7Pd | the ωB97M-V functional and the def2-TZVPD basis

Geometry as XYZ:
```
56
C26H16N6O7Pd | the OMol25 dataset | the ωB97M-V functional and the def2-TZVPD basis
C -2.12 3.03 -2.81
C -1.61 2.03 -4.93
H -1.68 2.03 -6.01
H 1.17 2.63 4.52
C -0.94 0.99 -4.30
H 2.70 -0.07 5.47
O 0.31 -2.73 1.92
N -0.37 -3.00 0.64
C -0.95 -1.17 3.14
H 1.02 -3.62 -3.01
N 1.84 -1.26 -0.79
O -2.05 -1.48 2.80
C -1.84 2.62 0.17
H -2.52 3.64 2.53
H -2.73 3.83 -4.70
C -0.75 3.20 3.73
C 2.55 -3.87 -1.50
C 1.62 -0.07 5.48
C -1.55 3.16 2.60
O -2.83 3.33 0.08
C -1.08 2.52 1.47
N -0.13 0.02 -2.14
C 0.87 1.94 2.52
O -0.24 -4.14 0.38
H -2.30 -0.12 5.47
N -1.20 1.93 -0.79
C 1.56 -3.20 -2.18
Pd 0.03 0.54 -0.23
O -0.23 -1.72 -3.64
H -1.03 0.73 7.45
H 3.28 -1.41 0.67
C 0.90 0.38 6.58
H 3.97 -3.70 0.12
C 2.79 -1.94 -0.14
C 3.18 -3.22 -0.46
N 0.11 1.88 1.43
N 0.24 -1.39 2.31
C 0.49 2.60 3.68
H 2.82 -4.89 -1.77
C -1.43 2.01 -2.18
C 1.24 -1.90 -1.80
C 0.90 -0.55 4.40
C 0.18 -1.19 -2.61
H 1.85 1.48 2.44
O -0.94 -2.11 0.12
C 1.40 -1.10 3.13
H -2.58 3.81 -2.23
H -0.50 0.20 -4.89
C -1.21 -0.10 5.48
C -2.20 3.03 -4.20
C -0.50 0.37 6.57
H 1.42 0.75 7.45
C -0.48 -0.56 4.40
H -1.09 3.70 4.63
O 2.54 -1.30 2.81
C -0.84 0.97 -2.91
```

Output
Molecular weight ... 630.869 g/mol
DFT total energy ... -1983.37181 Ha
Kohn-Sham gap ... 5.80 eV
Strongest force on any atom ... 2.039 eV/A
Energy relative to the best compared isomer or geometry (same formula, charge and spin) ... 21.6 kcal per mole
Net charge ... 0
Multiplicity ... 1
HOMO level ... -0.2642 Ha

C26H17Cl2O3PPt | the ωB97M-V functional and the def2-TZVPD basis

Geometry as XYZ:
```
50
C26H17Cl2O3PPt | the OMol25 dataset | the ωB97M-V functional and the def2-TZVPD basis
H 5.82 0.41 1.25
H 1.43 3.95 5.11
C -2.25 0.12 0.05
C 4.84 0.16 1.60
C -2.01 2.59 -0.03
H 2.83 4.59 3.19
Cl 4.18 -0.13 -0.99
H 0.89 -0.74 4.14
C 0.36 3.01 1.51
C -0.42 2.63 2.61
H -1.04 1.61 -2.55
H -4.38 5.00 -0.06
C 1.78 4.18 -3.06
O -0.04 -1.24 2.43
O 1.63 -0.78 0.22
C -0.03 2.95 3.90
C -4.76 2.89 -0.04
C -3.94 4.01 -0.06
H 1.49 3.87 -5.15
C 1.16 3.61 -4.16
H -1.33 2.07 2.45
H -0.63 2.63 4.74
H 2.58 4.89 -3.20
C 1.55 3.70 1.74
Pt -0.32 0.06 0.72
C 0.98 -0.85 3.05
C 0.14 2.69 -3.98
H -0.34 2.25 -4.83
C 4.55 0.14 2.96
H 1.86 4.32 -0.94
H -1.91 4.72 -0.09
O -2.70 -0.93 -0.35
C 2.52 -0.51 1.10
C 1.38 3.85 -1.77
H -4.85 0.74 -0.01
P -0.22 2.22 -0.02
C 1.92 4.04 3.03
H 3.09 -0.19 4.48
C -0.26 2.34 -2.70
C 1.13 3.68 4.11
C -2.83 1.45 -0.04
C 3.30 -0.19 3.42
C -4.22 1.62 -0.03
C 0.36 2.92 -1.59
C -2.56 3.86 -0.07
C 2.27 -0.54 2.52
Cl 5.78 0.57 4.10
H 2.21 3.95 0.92
H -5.84 3.01 -0.02
C 3.84 -0.13 0.70
```

Output
Molecular weight ... 674.377 g/mol
DFT total energy ... -2607.74512 Ha
Kohn-Sham gap ... 6.83 eV
Strongest force on any atom ... 3.116 eV/A
Net charge ... 0
Multiplicity ... 1
HOMO level ... -0.2766 Ha

C26H17Cl5F3N4STi | the ωB97M-V functional and the def2-TZVPD basis

Geometry as XYZ:
```
57
C26H17Cl5F3N4STi | the OMol25 dataset | the ωB97M-V functional and the def2-TZVPD basis
F -0.44 -2.98 4.16
H -1.86 3.25 1.30
C 3.76 0.00 -3.27
H -1.93 -2.43 -3.87
C 2.30 1.11 -1.74
C -1.61 2.82 -2.86
H 2.30 5.17 5.07
C 2.67 0.05 1.63
C 1.25 2.79 2.91
C -0.89 1.48 2.80
H -2.65 -3.41 -2.57
C -1.43 2.45 -0.66
C 2.21 -1.23 -1.92
H 3.05 -1.28 4.72
C 3.31 1.18 -2.68
H 1.60 2.22 2.06
H 0.00 4.85 5.90
Ti 0.11 0.14 -0.04
H -2.40 4.29 -1.41
H -1.47 3.19 4.85
Cl 4.95 0.05 -4.52
N -0.85 1.42 1.35
C -0.96 1.61 -2.62
C 1.65 4.45 4.59
C -0.03 2.57 3.40
H 3.09 3.87 3.12
H -0.94 -3.64 -3.02
H -1.82 3.24 -3.82
Cl 1.58 -2.73 -1.32
N -0.97 -1.14 -1.18
C -1.34 -1.92 -1.95
S -0.72 -1.76 1.59
C -1.74 -2.91 -2.91
C 2.09 3.72 3.50
C 3.24 -1.22 -2.85
C -0.47 3.33 4.47
C 0.79 -2.52 4.39
H 4.24 0.20 3.08
H -0.57 0.90 -3.34
C 1.40 -1.61 3.38
C -1.41 2.43 0.74
Cl 3.87 -2.69 -3.48
H 3.17 0.66 0.88
C 2.64 -1.06 3.74
C 0.81 -1.26 2.16
F 1.56 -3.62 4.61
Cl 1.77 2.50 -0.85
N 1.45 -0.41 1.30
C -1.92 3.36 -1.62
Cl 4.04 2.69 -3.10
H -0.56 0.52 3.21
C 3.28 -0.23 2.84
F 0.73 -1.93 5.62
C 1.66 -0.08 -1.38
N -0.85 1.38 -1.30
C 0.36 4.26 5.06
H -1.93 1.63 3.14
```

Output
Molecular weight ... 699.643 g/mol
DFT total energy ... -5068.33794 Ha
Kohn-Sham gap (alpha / beta) ... 4.85 / 7.14 eV
Strongest force on any atom ... 2.640 eV/A
Net charge ... -1
Multiplicity ... 3
HOMO level (alpha / beta) ... -0.0893 / -0.1736 Ha

C26H17N4O3Se3TaTe2 | the ωB97M-V functional and the def2-TZVPD basis

Geometry as XYZ:
```
56
C26H17N4O3Se3TaTe2 | the OMol25 dataset | the ωB97M-V functional and the def2-TZVPD basis
C 1.69 1.44 -2.72
H 2.18 -2.02 -1.20
C 1.43 3.90 -2.25
C 1.51 3.63 -0.81
H -2.25 -3.63 -0.13
Se 1.22 4.91 -4.51
C 2.02 -1.05 -1.65
C 1.92 -0.91 -3.03
H -1.81 -3.08 5.08
H -3.24 -0.57 1.06
C 1.45 4.27 1.49
C -1.45 -0.64 -1.51
C -0.76 -1.58 0.77
H -0.34 -3.01 3.11
C 0.39 -2.58 0.81
H -2.13 0.05 -3.42
H 1.64 2.63 2.86
O -0.10 -0.27 0.90
Se 4.63 0.00 0.49
C 1.40 4.62 0.16
C 1.51 2.82 -3.19
H 1.26 5.65 -0.15
H 1.35 5.01 2.28
C -1.48 -1.67 -0.58
Te 4.50 -1.43 2.52
Te 3.45 0.65 3.96
H 1.69 0.49 -4.64
C 1.70 2.32 -0.39
C 1.63 2.94 1.83
Se 1.06 -0.02 3.70
N 1.29 5.10 -2.74
H -3.38 -2.02 -3.92
C -3.72 -1.13 3.07
H -3.43 -3.85 -2.26
H -0.91 0.28 -1.30
C -3.32 -1.84 4.20
C -2.90 -1.09 1.95
C -1.68 -1.75 1.96
C -2.11 -2.51 4.21
C 1.78 1.23 -1.35
H -3.97 -1.88 5.07
C -1.28 -2.46 3.09
O 0.33 -3.74 0.66
O 1.62 -1.95 1.07
H 1.99 -1.80 -3.65
C 1.76 0.34 -3.57
Ta 2.21 -0.21 1.40
C -2.87 -2.95 -2.06
N 1.77 1.97 0.92
C -2.20 -2.82 -0.85
C -2.84 -1.92 -2.99
C -2.13 -0.76 -2.71
H -4.68 -0.62 3.06
N 1.43 3.14 -4.45
H -0.78 0.37 1.17
N 1.94 0.00 -0.83
```

Output
Molecular weight ... 1106.475 g/mol
DFT total energy ... -9242.77160 Ha
Kohn-Sham gap ... 6.61 eV
Strongest force on any atom ... 1.669 eV/A
Energy relative to the best compared isomer or geometry (same formula, charge and spin) ... 6.3 kcal per mole
Net charge ... +2
Multiplicity ... 1
HOMO level ... -0.5129 Ha

C26H18MoN3O6S4 | the ωB97M-V functional and the def2-TZVPD basis

Geometry as XYZ:
```
58
C26H18MoN3O6S4 | the OMol25 dataset | the ωB97M-V functional and the def2-TZVPD basis
O -2.25 -5.37 -0.75
H -0.75 -3.53 0.50
H 0.99 -2.35 5.22
C 1.46 5.09 -0.05
C -6.28 -3.12 -1.55
Mo -0.63 -0.30 -0.08
C -0.83 -3.95 -3.96
S -0.61 0.34 -2.48
S 0.83 -2.14 -0.74
C -1.14 -2.88 -4.77
C 0.32 -0.08 2.82
H -0.98 -4.97 -4.31
O -8.31 -2.09 -1.96
N -3.45 -5.49 -1.03
S -0.65 1.84 1.04
O -4.05 0.50 -1.04
H -6.09 -5.25 -1.64
H 0.70 0.10 4.92
C -0.95 -1.57 -4.32
C 0.66 -2.79 3.14
H 0.92 -4.00 0.78
C 2.11 4.68 -1.21
H 0.03 -4.59 -2.09
O -8.20 -4.26 -2.12
H 0.80 -3.86 3.24
C 0.26 -3.15 0.68
H -6.29 -0.99 -1.42
C 1.96 3.38 -1.68
C -3.63 -3.05 -0.88
S 1.20 0.81 -1.42
H -2.59 -3.06 -0.63
O -4.00 -6.53 -1.29
H 0.09 4.56 1.52
C 1.14 2.50 -0.97
C -0.46 -1.35 -3.04
C -4.35 -1.87 -0.99
H 2.47 3.05 -2.57
C 0.20 1.42 2.61
N -7.73 -3.16 -1.91
C -5.59 -4.31 -1.45
O -2.32 -0.74 -0.21
H -0.38 1.86 3.41
C -3.68 -0.59 -0.80
H 1.18 1.89 2.59
C 0.60 -0.58 4.08
N 0.18 -0.90 1.76
C -5.70 -1.89 -1.33
C 0.48 2.92 0.19
H -1.52 -3.04 -5.77
C 0.76 -1.94 4.24
H 2.75 5.37 -1.75
C 0.37 -2.25 1.91
H -1.20 -0.73 -4.96
H 1.60 6.10 0.32
C -0.11 -2.45 -2.23
C -4.26 -4.25 -1.12
C 0.62 4.22 0.64
C -0.28 -3.74 -2.69
```

Output
Molecular weight ... 692.653 g/mol
DFT total energy ... -3277.11851 Ha
Kohn-Sham gap ... 6.98 eV
Strongest force on any atom ... 1.086 eV/A
Net charge ... +3
Multiplicity ... 1
HOMO level ... -0.6490 Ha

C26H19Br2Cl2FeNO5P | the ωB97M-V functional and the def2-TZVPD basis

Geometry as XYZ:
```
57
C26H19Br2Cl2FeNO5P | the OMol25 dataset | the ωB97M-V functional and the def2-TZVPD basis
H -3.75 -0.36 1.01
H 3.50 0.75 -4.86
C 2.64 3.51 2.38
H -0.70 2.63 -2.58
C 3.01 3.23 1.08
C 1.41 3.07 2.86
C 1.39 -3.48 1.98
H -1.69 2.98 -0.88
C -1.43 -1.31 -3.44
C 0.93 2.07 0.72
Cl 2.09 -2.34 -6.76
O -2.65 -0.16 -1.03
H 1.12 3.28 3.88
C 1.68 -0.74 -6.31
H -0.04 2.99 -4.76
C -2.80 1.13 -1.16
C 2.34 -0.67 -2.86
C 0.57 2.34 2.04
H -2.13 2.15 0.61
C 2.16 2.52 0.24
C 1.57 0.05 -2.07
H 2.30 -4.43 3.67
C 1.46 -3.85 3.33
C -1.76 1.99 -0.41
C -1.70 -2.29 4.58
C 0.33 -2.74 1.47
Br 0.61 -4.01 6.02
O -3.69 1.67 -1.78
H 3.97 3.58 0.70
C -0.63 -2.72 3.77
C -2.72 -1.57 4.04
H 3.30 4.08 3.03
O 0.23 -2.39 0.22
C 1.22 1.49 -5.15
C 0.07 1.93 -2.90
H 1.06 -0.09 -6.88
P -0.20 1.07 -0.29
C -3.84 -0.44 2.09
O -1.80 -0.69 -4.34
H -0.38 1.97 2.42
H 2.46 2.32 -0.78
C 0.54 1.09 -1.97
Cl 2.41 -0.13 -4.97
H -1.70 -2.55 5.63
O -1.04 -1.94 -2.54
H -3.55 -1.23 4.65
C 0.48 -3.49 4.20
Br 2.77 -4.00 0.81
N -1.71 -1.61 1.89
H -4.79 -0.91 2.33
C -2.70 -1.24 2.67
H -3.85 0.56 2.52
C -0.68 -2.36 2.41
Fe -1.21 -1.20 -0.21
H 1.79 -0.43 -1.10
H 3.31 -1.17 -4.95
C 0.44 2.12 -4.30
```

Output
Molecular weight ... 742.973 g/mol
DFT total energy ... -9106.13986 Ha
Kohn-Sham gap (alpha / beta) ... 7.13 / 6.61 eV
Strongest force on any atom ... 0.901 eV/A
Energy relative to the best compared isomer or geometry (same formula, charge and spin) ... 385.5 kcal per mole
Net charge ... 0
Multiplicity ... 6
HOMO level (alpha / beta) ... -0.2840 / -0.2926 Ha

C26H19ClN6O3RhS | the ωB97M-V functional and the def2-TZVPD basis

Geometry as XYZ:
```
57
C26H19ClN6O3RhS | the OMol25 dataset | the ωB97M-V functional and the def2-TZVPD basis
H -0.11 2.36 5.60
C -4.58 -2.13 0.09
C 2.63 0.19 3.96
N -2.78 -1.29 1.39
H 2.06 1.42 -6.77
C -0.11 -3.78 -0.57
C -0.54 0.69 -2.90
Rh -1.50 0.43 1.97
C -1.44 -3.83 -0.91
H -1.78 -4.46 -1.72
H 0.38 2.62 -5.51
C 1.26 2.72 1.50
H 1.40 -2.94 0.68
C -0.01 1.55 -0.01
C 1.99 1.98 5.44
H 0.19 -1.26 -2.45
C -2.38 -3.01 -0.24
C -0.51 1.78 -3.76
C 1.29 -0.07 3.63
C 2.17 3.04 0.50
H 2.27 2.75 6.14
H 3.04 3.64 0.70
C -0.54 -2.12 1.14
C 0.28 -0.41 -3.11
O -2.40 -0.68 -1.65
N 0.20 1.98 1.26
N -1.09 0.79 -0.15
C 1.21 0.68 -5.06
H 1.39 3.07 2.52
C 0.67 1.77 5.14
C -1.92 -2.14 0.78
C 1.00 -1.05 2.64
N -0.19 -1.24 2.14
C -3.75 -2.98 -0.58
C 0.26 0.77 4.22
H 1.85 -1.65 2.30
C -4.05 -1.28 1.07
C 1.15 -0.42 -4.17
Cl 4.63 1.58 5.09
N 2.06 0.67 -6.10
C 0.34 -2.95 0.45
H -5.63 -2.07 -0.16
H 2.62 -0.14 -6.30
C 1.89 2.54 -0.76
H 1.80 -1.26 -4.36
C 0.36 1.78 -4.83
H 0.60 -4.40 -1.10
N 0.82 1.82 -1.02
H 3.41 -0.41 3.51
H -4.11 -3.63 -1.36
C 2.98 1.21 4.82
S -1.80 0.63 -1.64
O -2.67 1.76 -1.81
H -4.70 -0.60 1.60
H -1.20 2.59 -3.59
H 2.55 2.71 -1.60
O -0.98 0.65 3.93
```

Output
Molecular weight ... 633.903 g/mol
DFT total energy ... -2525.11299 Ha
Kohn-Sham gap ... 4.61 eV
Strongest force on any atom ... 3.866 eV/A
Energy relative to the best compared isomer or geometry (same formula, charge and spin) ... 47.4 kcal per mole
Net charge ... +1
Multiplicity ... 1
HOMO level ... -0.3721 Ha